1.
# C10H75Cl2NO36S

33 unconnected molecules or ions with the total composition C10H75Cl2NO36S (ωB97M-V with the def2-TZVPD basis set, OMol25).

HOMO = -10.22 eV
E_LUMO = -0.024 Eh
orbital gap = 9.6 eV
maximum force = 4.38 eV/A

```
! RIJCOSX wB97M-V def2-TZVPD def2/J DEFGRID3
* xyz 0 1
C 1.04392 -1.37413 1.40456
C -0.44613 -0.80878 1.26606
Cl -1.03615 -1.46832 -0.34725
C -0.35819 0.76913 1.25807
Cl 0.70853 1.21750 2.69797
C -1.72891 1.49822 1.49680
O -1.36976 2.93238 1.41722
S -2.36499 3.78797 0.45758
O -1.60249 4.48104 -0.59021
O -3.17881 4.80985 1.08660
O -3.46400 2.62566 -0.02114
C -2.85713 1.37757 0.41169
C -3.79255 0.22334 0.86974
C -4.30808 0.09772 2.24373
C -5.13452 -1.05577 2.53340
N -5.51708 -2.03502 1.68128
C -5.03673 -1.88400 0.42030
C -4.20379 -0.81848 -0.08589
H 1.30913 -1.63199 2.45348
H 1.10120 -2.30774 0.79142
H 1.72627 -0.64197 0.91996
H -1.03644 -1.20815 2.12692
H 0.14789 1.08265 0.30707
H -1.96715 1.36622 2.57919
H -2.33875 1.00579 -0.50899
H -4.00668 0.88452 2.96697
H -5.49795 -1.14319 3.58750
H -5.30930 -2.68438 -0.31458
H -3.86880 -0.75388 -1.13987
O -1.23936 1.20546 5.88820
H -0.44344 1.42561 6.40104
H -0.94231 1.22175 4.97191
O 0.23268 2.03313 8.09975
H 0.23021 2.93104 8.44711
H -0.20720 1.51390 8.78760
O 3.71794 0.27279 1.47665
H 3.18535 0.81450 2.07414
H 4.58227 0.23531 1.90441
O -2.49713 1.10930 9.13486
H -3.15605 0.71066 9.71338
H -2.95817 1.21468 8.29397
O 0.00586 2.47806 -2.10563
H -0.53192 3.25333 -1.88745
H -0.48086 2.04874 -2.82011
O -2.70743 -3.27226 3.99954
H -3.38862 -3.65936 4.56280
H -3.14200 -3.16313 3.14502
O -2.48964 -5.43271 5.98399
H -1.57887 -5.18623 5.78471
H -2.55579 -5.33601 6.94087
O -4.65922 -0.52617 7.70366
H -4.19866 -1.35466 7.52844
H -5.17020 -0.36644 6.90197
O 1.70293 1.38822 -4.51404
H 1.22029 1.95919 -3.90462
H 2.43153 1.03397 -3.98032
O 4.06537 1.27557 -6.20331
H 3.14586 1.31411 -5.90097
H 4.48237 0.62378 -5.61708
O 3.13887 2.25034 -0.92877
H 2.22297 2.28864 -0.63078
H 3.54928 1.59970 -0.34195
O -8.12447 -3.40905 -0.32984
H -7.58265 -2.93914 0.31672
H -8.69495 -3.97066 0.20674
O -0.77435 2.04293 -6.67358
H -1.43618 2.57463 -6.21608
H -0.13357 1.82114 -5.98661
O -0.60956 -4.45117 -2.47126
H -0.58881 -4.11483 -3.37556
H -0.47574 -3.66601 -1.92695
O 3.62465 -0.28573 -3.12401
H 4.18192 -0.48570 -2.36428
H 3.42045 -1.15246 -3.50027
O -3.04325 3.98695 -3.48201
H -3.05679 4.89122 -3.14677
H -3.49333 3.47774 -2.79823
O -7.01576 1.33808 3.37221
H -6.75517 2.13006 2.88857
H -7.92992 1.18546 3.09680
O 4.35489 1.32084 -9.11259
H 5.26213 1.58567 -9.31404
H 4.28933 1.42417 -8.14881
O 3.62143 -2.85773 0.94390
H 4.44665 -2.49152 1.29465
H 3.68902 -3.80091 1.12410
O 2.30096 -4.22373 -3.76726
H 1.39093 -4.19330 -3.44972
H 2.71931 -4.88172 -3.19927
O 5.37488 -1.51103 -9.52493
H 4.60229 -2.04391 -9.74339
H 5.00807 -0.62966 -9.35005
O 6.09512 -0.48613 -5.75726
H 6.87258 -0.26539 -5.23222
H 6.41591 -0.48366 -6.66781
O 5.77586 -3.29300 2.54408
H 6.59568 -2.91416 2.88398
H 5.85667 -4.23545 2.73299
O 4.55714 -0.74646 4.21306
H 5.14235 -0.94916 4.95163
H 4.34758 -1.61084 3.83491
O -8.85611 -0.71237 2.69312
H -8.30412 -0.92759 3.45450
H -9.07366 -1.57049 2.31281
O -4.43682 2.01858 10.76051
H -5.03562 2.49289 10.17301
H -3.94250 2.71627 11.20469
O 7.31028 2.60054 -9.12657
H 8.08658 2.82742 -8.59935
H 7.63504 2.60795 -10.03447
O 0.29635 3.54707 4.48742
H -0.37536 3.35760 3.82168
H 0.55238 4.45844 4.30509
O 8.00123 4.91921 -7.56467
H 7.22708 4.38496 -7.78607
H 7.63810 5.79380 -7.38827
O 1.64501 -6.38414 -1.78859
H 1.50161 -7.32420 -1.63319
H 0.95926 -5.95204 -1.26603
O -2.57827 3.66907 3.98809
H -2.54429 4.00237 3.08388
H -2.45677 4.45204 4.53686
O 5.19416 -2.91043 -12.46705
H 4.77532 -3.67994 -12.06652
H 5.37029 -2.32195 -11.72098
*
```

***

2.
# C10H7BrF4N4O2S

C10H7BrF4N4O2S in the gas phase (ωB97M-V with the def2-TZVPD basis set, OMol25).

HOMO = -10.03 eV
relative energy (zero: lowest compared OMol25 entry of this formula, charge and spin) = 1.2 kcal per mole
E_LUMO = -0.040 Eh
SMILES string = NS(=O)(=O)c1c(F)c(F)c(-n2cc(CCBr)nn2)c(F)c1F
orbital gap = 8.9 eV
maximum force = 4.20 eV/A

```
! RIJCOSX wB97M-V def2-TZVPD def2/J DEFGRID3
* xyz 0 1
O -4.46570 3.25815 1.45725
O -5.42301 1.96476 -0.44020
F -1.99362 -2.07376 -0.73827
F 0.56500 1.35157 1.56858
F -4.04785 -0.39390 -0.95060
F -1.60201 2.85937 1.75204
Br 4.96186 -4.29558 -0.68766
N 1.96244 -2.84907 -0.08707
N 0.70788 -2.49783 -0.12288
C 1.91311 -0.68048 0.29990
C 2.73518 -1.72859 0.13140
C -1.85345 -0.86328 -0.15318
C -0.53599 0.85124 0.98723
C -2.96822 -0.01361 -0.23277
C -1.67192 1.68031 1.04776
C -0.57523 -0.41262 0.32300
C -2.86782 1.27706 0.38756
N 0.61306 -1.13416 0.11761
N -3.69177 3.54944 -0.81546
C 4.86864 -2.30879 -0.94986
C 4.24424 -1.54873 0.19260
S -4.25651 2.43097 0.29566
H 2.23901 0.31465 0.57584
H -4.08524 3.24505 -1.70259
H -4.13673 4.39907 -0.49327
H 4.35928 -2.10305 -1.89783
H 5.86463 -1.90746 -1.09696
H 4.64431 -1.87106 1.15564
H 4.49642 -0.49968 0.07656
*
```

***

3.
# C10H7ClO2

2 unconnected molecules or ions with the total composition C10H7ClO2 (ωB97M-V with the def2-TZVPD basis set, OMol25).

HOMO (alpha / beta) = -6.00 / -8.34 eV
E_LUMO (alpha / beta) = 0.019 / -0.085 Eh
orbital gap (alpha / beta) = 6.5 / 6.0 eV
maximum force = 5.10 eV/A
⟨S²⟩ = 2.009

```
! RIJCOSX wB97M-V def2-TZVPD def2/J DEFGRID3
* xyz 0 3
C 0.76020 2.82396 1.25771
C 1.54647 2.41608 0.20928
C -0.36526 2.07180 1.58355
C 1.27695 1.24231 -0.56160
C -0.70568 0.98224 0.82965
C 0.03418 0.59452 -0.25469
C 0.38279 -1.34366 -1.87718
C -0.55514 -2.59860 0.46990
C -0.43415 -0.52760 -1.17509
C -1.16195 -3.45510 -0.32546
O 1.02985 -2.00034 -2.62107
O -0.10187 -2.07863 1.40372
Cl -1.68241 -3.20994 -1.89062
H 1.08194 3.59110 1.90374
H 2.43173 2.97346 0.12136
H -1.00064 2.37948 2.43171
H 1.76514 0.88715 -1.43653
H -1.61118 0.63747 1.04054
H -1.51758 -0.82628 -1.19571
H -1.17339 -4.55943 0.08678
*
```

***

4.
# C10H7FN2OPt

A molecular structure, C10H7FN2OPt (ωB97M-V with the def2-TZVPD basis set, OMol25).

HOMO = -17.09 eV
E_LUMO = -0.444 Eh
orbital gap = 5.0 eV
maximum force = 10.11 eV/A

```
! RIJCOSX wB97M-V def2-TZVPD def2/J DEFGRID3
* xyz 2 1
O -1.00243 -3.09671 -1.41910
C -0.07478 -3.80415 -0.71790
F -0.07448 -5.29613 -0.86822
C 0.96273 -2.98732 0.28543
C 0.39867 -1.43217 0.38556
C -0.59942 -1.08783 1.68273
C -1.17773 0.44923 1.74325
C -0.81189 1.62716 0.62233
N -1.42011 2.98210 0.84887
C -1.04129 3.95949 -0.22729
C -0.04280 3.58182 -1.45572
N 0.62466 2.25566 -1.69110
C 0.18055 1.29740 -0.62263
C 0.77683 -0.25710 -0.72314
H 1.04590 -3.46577 1.36176
H 2.07896 -2.96494 -0.13334
H -0.85123 -1.93753 2.45849
H -1.89441 0.75002 2.64686
H -1.48304 5.04527 -0.17198
H 0.21241 4.45315 -2.22892
H 1.49890 -0.58115 -1.59574
Pt 2.69401 0.50951 -0.18019
*
```

***

5.
# C10H7N2O4P

A molecular structure, C10H7N2O4P (ωB97M-V with the def2-TZVPD basis set, OMol25).

HOMO = -9.29 eV
relative energy (zero: lowest compared OMol25 entry of this formula, charge and spin) = 31.1 kcal per mole
E_LUMO = -0.041 Eh
orbital gap = 8.2 eV
maximum force = 6.70 eV/A

```
! RIJCOSX wB97M-V def2-TZVPD def2/J DEFGRID3
* xyz 0 1
N 2.77637 -1.77539 -3.14529
O 1.92578 0.99458 2.06706
C 1.89398 -1.05965 -2.76541
N 0.77177 -0.46070 -0.82378
O 2.25288 -0.63885 3.67586
O 2.77357 -1.37984 1.23623
O 0.31037 -1.02449 1.85043
C 0.83542 -0.34382 -2.17653
C -1.50534 0.31473 1.73192
C -0.15792 0.24508 -2.99271
C -2.54147 0.95732 1.08229
C -0.39106 -0.17108 1.10302
C -1.22085 0.86524 -2.39267
C -2.53182 1.17074 -0.32546
C -0.31338 0.03222 -0.23255
C -1.34495 0.77371 -0.98242
P 1.74671 -0.47099 2.20851
H 3.17185 -0.57319 3.60013
H 2.05609 -1.83837 0.76203
H -1.48574 0.17540 2.82414
H -0.02587 0.09393 -4.01342
H -3.50571 1.38220 1.47772
H -2.02818 1.26626 -2.94329
H -3.46250 1.46498 -0.82581
*
```

***

6.
# C10H7N3Si

C10H7N3Si in the gas phase (ωB97M-V with the def2-TZVPD basis set, OMol25).

HOMO = -8.59 eV
relative energy (zero: lowest compared OMol25 entry of this formula, charge and spin) = 9.6 kcal per mole
E_LUMO = -0.040 Eh
SMILES string = C=C1C=CC=C[C@H]1N=C=[Si](C#N)C#N
orbital gap = 7.5 eV
maximum force = 5.71 eV/A

```
! RIJCOSX wB97M-V def2-TZVPD def2/J DEFGRID3
* xyz 0 1
C 0.56022 -2.90022 0.02112
C -1.97156 -4.68702 0.13968
C -0.37903 -4.62858 2.51425
C 1.43318 0.59821 1.09830
C -0.00422 0.68123 1.54455
C 1.76975 0.06230 -0.04184
C -0.95115 0.24673 0.69732
C 0.74489 -0.66578 -0.91053
C -0.69978 -0.15298 -0.63568
C -1.59499 -0.41224 -1.53847
N 0.96662 -2.01115 -0.67506
N -2.65283 -5.39204 -0.47932
N -0.27542 -5.18233 3.52869
Si -0.85970 -3.53678 1.09984
H 2.06329 1.13057 1.67674
H -0.06992 1.00735 2.47609
H 2.87946 0.11818 -0.39837
H -1.95326 0.49667 0.85932
H 0.96763 -0.35324 -1.92212
H -2.66084 -0.15099 -1.35946
H -1.10139 -0.91340 -2.40103
*
```